# 1
The following is a quantum chemistry calculation of a cluster of 18 separate species, C72H198N18O18 in total at a distorted geometry, from the Open Molecules 2025 dataset.

Calculated values
E_HOMO   -8.21 eV
Charge   0

Geometry as XYZ:
```
306
Properties=species:S:1:pos:R:3:lowdin_charge:R:1
C -4.255 -0.777 -4.314 -0.038
C -3.717 -1.507 -3.053 -0.418
C -4.666 -1.528 -1.929 -0.216
O -4.005 -2.112 -0.837 -0.193
C -4.921 -2.324 0.193 -0.088
N -3.231 -2.772 -3.556 0.044
H -3.566 -0.788 -5.159 0.062
H -4.432 0.284 -4.142 0.073
H -5.221 -1.212 -4.570 0.080
H -2.811 -0.958 -2.795 0.132
H -5.557 -2.085 -2.217 0.135
H -5.035 -0.522 -1.732 0.128
H -4.425 -2.975 0.913 0.077
H -5.881 -2.715 -0.144 0.098
H -5.139 -1.351 0.633 0.074
H -4.043 -3.316 -3.811 0.084
H -2.776 -3.327 -2.846 0.081
C -4.736 -2.662 -7.559 -0.048
C -4.074 -3.827 -6.838 -0.436
C -4.037 -5.178 -7.575 -0.151
O -3.724 -6.209 -6.589 -0.185
C -4.923 -6.588 -5.866 -0.092
N -2.751 -3.392 -6.457 0.036
H -4.966 -1.837 -6.885 0.061
H -5.731 -3.004 -7.843 0.082
H -4.205 -2.274 -8.427 0.061
H -4.650 -3.829 -5.913 0.104
H -3.263 -5.121 -8.341 0.126
H -4.908 -5.380 -8.199 0.121
H -4.611 -7.335 -5.136 0.088
H -5.687 -7.070 -6.476 0.082
H -5.411 -5.734 -5.395 0.072
H -2.287 -4.192 -6.050 0.081
H -2.839 -2.737 -5.693 0.031
C 0.850 -0.726 -4.342 -0.060
C 0.717 -2.197 -4.776 -0.365
C 2.095 -2.983 -4.857 -0.185
O 3.048 -2.238 -5.600 -0.188
C 4.015 -3.053 -6.296 -0.089
N -0.178 -2.990 -3.942 0.049
H 1.502 -0.589 -3.480 0.069
H -0.072 -0.163 -4.193 0.065
H 1.346 -0.181 -5.145 0.066
H 0.422 -2.103 -5.821 0.116
H 1.892 -3.980 -5.248 0.113
H 2.541 -3.257 -3.901 0.105
H 4.719 -3.620 -5.686 0.085
H 4.502 -2.414 -7.033 0.084
H 3.484 -3.711 -6.984 0.082
H -0.294 -3.882 -4.402 0.082
H -1.104 -2.586 -3.924 0.040
C -0.266 0.153 -1.284 -0.041
C -0.825 0.014 0.179 -0.331
C 0.118 -0.712 1.170 -0.181
O 1.269 0.072 1.378 -0.204
C 2.251 -0.517 2.220 -0.084
N -0.973 1.379 0.619 0.040
H -0.352 -0.783 -1.836 0.043
H 0.724 0.609 -1.251 0.086
H -0.815 0.859 -1.906 0.052
H -1.817 -0.437 0.138 0.128
H 0.507 -1.648 0.769 0.091
H -0.460 -0.956 2.062 0.095
H 1.828 -0.856 3.166 0.067
H 3.012 0.216 2.488 0.073
H 2.825 -1.281 1.697 0.080
H -0.071 1.758 0.873 0.060
H -1.207 2.004 -0.139 0.051
C 0.256 7.017 -4.753 -0.073
C 1.424 6.439 -3.957 -0.383
C 2.527 7.461 -3.545 -0.190
O 3.597 6.786 -2.969 -0.259
C 4.636 7.620 -2.481 -0.071
N 0.729 5.924 -2.763 0.051
H 0.626 7.499 -5.657 0.079
H -0.258 7.772 -4.158 0.078
H -0.509 6.261 -4.932 0.059
H 1.767 5.623 -4.594 0.126
H 2.092 8.229 -2.906 0.126
H 3.028 8.066 -4.301 0.122
H 5.338 6.958 -1.974 0.094
H 4.194 8.363 -1.817 0.100
H 5.185 8.032 -3.327 0.092
H 0.499 6.710 -2.173 0.081
H 1.356 5.450 -2.129 0.031
C 7.628 1.455 4.597 -0.081
C 6.917 2.628 3.975 -0.436
C 6.030 2.265 2.797 -0.180
O 6.863 1.576 1.850 -0.199
C 6.352 1.370 0.505 -0.068
N 6.189 3.304 5.043 0.039
H 6.873 0.694 4.793 0.072
H 8.192 1.736 5.486 0.080
H 8.343 1.026 3.895 0.062
H 7.748 3.197 3.558 0.137
H 5.751 3.199 2.310 0.121
H 5.182 1.657 3.114 0.112
H 6.031 2.214 -0.105 0.064
H 5.491 0.715 0.634 0.075
H 7.070 0.817 -0.100 0.081
H 5.412 2.800 5.446 -0.004
H 6.821 3.562 5.786 0.071
C -1.436 -5.995 1.470 -0.040
C -2.137 -4.604 1.321 -0.437
C -1.474 -3.569 2.205 -0.199
O -1.698 -3.810 3.619 -0.150
C -1.017 -2.762 4.322 -0.121
N -2.072 -4.337 -0.061 0.059
H -1.984 -6.789 0.962 0.069
H -1.485 -6.310 2.513 0.072
H -0.442 -6.044 1.028 0.057
H -3.160 -4.610 1.698 0.130
H -1.910 -2.593 1.991 0.104
H -0.422 -3.360 2.013 0.099
H -1.314 -2.843 5.368 0.087
H -1.445 -1.778 4.130 0.048
H 0.051 -2.605 4.169 0.079
H -2.493 -3.426 -0.176 0.032
H -1.152 -4.172 -0.445 0.026
C 3.261 3.634 6.120 -0.073
C 3.028 2.163 6.248 -0.419
C 2.232 1.597 5.048 -0.200
O 0.844 1.860 5.227 -0.167
C 0.078 1.272 4.129 -0.069
N 4.338 1.504 6.407 0.033
H 3.791 4.036 6.983 0.086
H 2.266 4.079 6.097 0.082
H 3.843 3.865 5.229 0.063
H 2.477 1.955 7.166 0.135
H 2.452 0.529 5.053 0.106
H 2.706 1.978 4.143 0.117
H -0.923 1.686 4.010 0.070
H 0.060 0.182 4.098 0.068
H 0.552 1.530 3.181 0.065
H 4.126 0.537 6.209 0.067
H 4.620 1.613 7.370 0.091
C 2.181 -4.247 0.444 -0.016
C 1.640 -4.199 -1.024 -0.430
C 1.431 -5.555 -1.637 -0.209
O 2.499 -6.483 -1.475 -0.167
C 3.693 -6.127 -2.214 -0.091
N 0.540 -3.288 -1.155 0.053
H 2.667 -3.288 0.625 0.057
H 2.946 -4.987 0.676 0.073
H 1.364 -4.509 1.117 0.060
H 2.416 -3.791 -1.673 0.103
H 1.170 -5.453 -2.690 0.112
H 0.519 -6.013 -1.255 0.120
H 4.489 -6.806 -1.909 0.086
H 4.131 -5.148 -2.014 0.072
H 3.538 -6.141 -3.293 0.081
H 0.792 -2.345 -0.896 0.050
H 0.315 -3.155 -2.131 0.021
C -5.394 -1.236 9.050 -0.064
C -4.135 -1.754 8.285 -0.430
C -3.012 -0.647 8.320 -0.164
O -1.904 -1.153 7.536 -0.206
C -0.819 -0.262 7.477 -0.124
N -3.757 -3.009 8.866 0.046
H -5.053 -1.009 10.060 0.068
H -6.135 -1.997 9.290 0.073
H -5.944 -0.411 8.596 0.075
H -4.445 -1.911 7.251 0.118
H -2.791 -0.353 9.346 0.120
H -3.311 0.287 7.843 0.114
H -0.368 -0.099 8.456 0.085
H -1.119 0.733 7.148 0.083
H 0.015 -0.597 6.860 0.079
H -3.810 -2.805 9.854 0.065
H -2.778 -3.197 8.703 0.067
C -3.634 4.148 -2.704 -0.070
C -2.423 3.304 -2.755 -0.433
C -1.760 3.207 -4.173 -0.119
O -0.428 2.600 -4.004 -0.231
C 0.388 2.742 -5.185 -0.085
N -1.507 3.828 -1.746 0.042
H -3.434 5.184 -2.977 0.088
H -4.120 4.122 -1.729 0.061
H -4.360 3.821 -3.449 0.080
H -2.680 2.310 -2.388 0.124
H -1.597 4.192 -4.612 0.106
H -2.396 2.566 -4.783 0.120
H 0.401 3.805 -5.421 0.070
H -0.079 2.291 -6.060 0.062
H 1.387 2.311 -5.119 0.074
H -0.619 3.396 -1.958 0.050
H -1.201 4.722 -2.103 0.052
C -4.961 3.093 3.241 -0.052
C -3.709 2.225 3.017 -0.404
C -3.726 0.911 3.816 -0.165
O -4.491 -0.114 3.179 -0.207
C -4.580 -1.336 3.879 -0.079
N -3.590 1.936 1.615 0.042
H -5.001 3.383 4.291 0.080
H -5.870 2.538 3.011 0.073
H -4.883 4.010 2.658 0.055
H -2.837 2.844 3.231 0.107
H -4.203 1.053 4.786 0.118
H -2.709 0.621 4.079 0.097
H -5.039 -1.048 4.825 0.077
H -3.624 -1.770 4.169 0.071
H -5.216 -2.097 3.426 0.094
H -2.683 1.617 1.305 0.025
H -4.179 1.123 1.498 0.046
C 3.851 -3.328 4.511 -0.076
C 3.979 -4.146 5.790 -0.401
C 2.650 -5.052 5.984 -0.153
O 1.523 -4.324 6.450 -0.197
C 1.595 -3.887 7.767 -0.129
N 5.099 -5.056 5.624 0.023
H 4.480 -2.454 4.341 0.064
H 2.859 -2.876 4.507 0.053
H 3.847 -3.994 3.648 0.073
H 4.198 -3.453 6.602 0.130
H 2.869 -5.786 6.759 0.108
H 2.496 -5.574 5.039 0.124
H 1.771 -2.812 7.766 0.079
H 2.234 -4.460 8.439 0.094
H 0.603 -3.952 8.215 0.080
H 5.033 -5.420 4.684 0.058
H 5.951 -4.519 5.553 0.005
C -7.031 1.014 0.605 -0.074
C -6.964 2.096 -0.417 -0.432
C -8.302 2.706 -0.973 -0.192
O -9.066 1.728 -1.669 -0.207
C -10.256 2.360 -2.277 -0.075
N -6.148 3.158 0.128 0.052
H -6.091 0.845 1.129 0.050
H -7.394 0.178 0.007 0.077
H -7.851 1.291 1.267 0.088
H -6.504 1.537 -1.231 0.120
H -8.070 3.393 -1.787 0.113
H -8.869 3.245 -0.214 0.122
H -10.663 1.683 -3.028 0.082
H -10.055 3.296 -2.798 0.076
H -10.933 2.591 -1.454 0.082
H -5.252 2.820 0.450 0.020
H -6.521 3.531 0.990 0.060
C 2.942 3.115 0.133 -0.064
C 3.580 3.869 -0.997 -0.435
C 3.349 3.191 -2.337 -0.179
O 4.106 1.998 -2.396 -0.178
C 4.046 1.351 -3.646 -0.094
N 3.053 5.192 -0.890 0.050
H 3.219 3.438 1.137 0.071
H 3.318 2.093 0.166 0.064
H 1.874 2.961 -0.020 0.072
H 4.643 3.921 -0.764 0.129
H 3.701 3.913 -3.074 0.123
H 2.313 2.947 -2.574 0.123
H 3.001 1.091 -3.812 0.052
H 4.565 0.394 -3.683 0.094
H 4.358 2.004 -4.462 0.091
H 3.397 5.725 -1.675 0.015
H 3.422 5.673 -0.083 0.095
C 9.049 -1.846 4.729 -0.065
C 7.848 -2.757 4.400 -0.424
C 7.929 -3.462 2.982 -0.149
O 8.106 -2.474 1.976 -0.206
C 8.070 -2.899 0.627 -0.101
N 7.754 -3.607 5.542 0.022
H 9.887 -2.544 4.726 0.079
H 9.070 -1.394 5.721 0.080
H 9.192 -1.087 3.961 0.064
H 6.969 -2.113 4.417 0.116
H 7.000 -3.932 2.659 0.117
H 8.775 -4.149 3.023 0.122
H 8.095 -1.993 0.022 0.085
H 7.176 -3.425 0.290 0.079
H 8.928 -3.553 0.471 0.087
H 7.922 -3.006 6.336 0.084
H 8.603 -4.141 5.419 0.082
C -2.883 6.158 2.625 -0.058
C -2.080 5.714 1.377 -0.341
C -0.913 4.756 1.766 -0.197
O 0.040 5.486 2.512 -0.174
C 0.974 4.696 3.199 -0.119
N -3.091 4.835 0.684 0.047
H -2.318 6.854 3.245 0.071
H -3.123 5.268 3.205 0.058
H -3.798 6.670 2.328 0.077
H -1.764 6.500 0.692 0.133
H -0.333 4.310 0.958 0.107
H -1.284 3.932 2.375 0.095
H 0.519 4.121 4.005 0.074
H 1.790 5.290 3.611 0.090
H 1.468 3.878 2.675 0.061
H -2.637 4.430 -0.123 0.004
H -3.244 4.081 1.338 -0.001
C -0.873 -0.022 -7.709 -0.056
C -1.836 -0.641 -8.788 -0.406
C -1.652 0.039 -10.238 -0.202
O -2.758 -0.170 -11.049 -0.184
C -2.533 0.207 -12.424 -0.092
N -1.626 -2.053 -8.797 0.020
H 0.087 -0.510 -7.878 0.077
H -1.281 -0.201 -6.714 0.057
H -0.815 1.060 -7.824 0.053
H -2.840 -0.524 -8.380 0.110
H -0.786 -0.432 -10.703 0.116
H -1.445 1.106 -10.159 0.115
H -3.130 -0.389 -13.114 0.081
H -1.485 0.152 -12.720 0.082
H -2.868 1.215 -12.669 0.078
H -1.996 -2.539 -7.992 0.004
H -2.318 -2.420 -9.435 0.059
```


# 2
The following is a quantum chemistry calculation of a structure of composition C32H28CuNOPS3 at a distorted geometry, from the Open Molecules 2025 dataset.

Calculated values
E_HOMO (spin up / spin down)   -0.61 / -0.66 eV
Charge   -2
2S+1   2

Geometry as XYZ:
```
67
Properties=species:S:1:pos:R:3:lowdin_charge:R:1
Cu 0.281 -1.187 0.667 -0.100
C -0.251 -4.263 -2.721 -0.151
C 0.358 -3.219 -1.781 -0.720
S -0.603 -2.987 -0.243 0.513
C 1.403 -2.428 -2.059 -0.821
C 2.272 -2.498 -3.342 -0.162
S 2.177 -1.399 -0.863 0.492
H -1.109 -3.901 -3.246 0.033
H -0.507 -5.213 -2.195 0.061
H 0.442 -4.490 -3.549 0.046
H 1.985 -3.290 -4.013 0.037
H 3.333 -2.588 -3.081 0.047
H 2.166 -1.588 -3.882 0.017
N -1.336 -0.043 0.618 -0.325
P -2.328 0.187 -0.509 0.664
C -2.504 1.961 -0.980 -0.285
C -1.727 2.800 -0.169 -0.064
C -1.730 4.179 -0.392 -0.111
C -2.541 4.714 -1.317 -0.144
C -3.206 3.914 -2.222 -0.095
C -3.216 2.537 -2.006 -0.097
C -4.090 -0.355 -0.348 -0.266
C -4.391 -1.654 -0.227 -0.119
C -5.697 -2.161 -0.160 -0.087
C -6.727 -1.281 -0.113 -0.166
C -6.475 0.028 -0.207 -0.134
C -5.187 0.531 -0.279 -0.062
C -2.021 -0.458 -2.227 -0.256
C -0.783 -0.097 -2.775 -0.090
C -0.277 -0.477 -4.018 -0.089
C -1.190 -1.093 -4.832 -0.110
C -2.459 -1.479 -4.357 -0.115
C -2.855 -1.215 -3.069 -0.087
H -1.043 2.332 0.563 0.098
H -1.123 4.851 0.188 0.092
H -2.566 5.783 -1.483 0.091
H -3.703 4.366 -3.005 0.066
H -3.684 1.896 -2.765 0.114
H -3.575 -2.358 -0.300 0.079
H -5.915 -3.270 -0.159 0.118
H -7.763 -1.622 -0.027 0.099
H -7.331 0.753 -0.190 0.110
H -5.097 1.570 -0.288 0.074
H -0.106 0.433 -2.126 0.090
H 0.670 -0.183 -4.409 0.090
H -1.021 -1.340 -5.874 0.087
H -3.004 -2.120 -5.003 0.078
H -3.774 -1.635 -2.746 0.082
C 7.637 0.583 4.445 -0.061
C 7.951 1.562 5.493 -0.795
O 9.077 1.770 5.967 -0.070
S 6.655 2.464 6.217 1.004
C 5.130 1.867 5.414 -0.579
C 4.648 2.443 4.254 -0.117
C 3.532 1.814 3.632 -0.036
C 2.866 0.635 4.054 -0.238
C 3.433 0.084 5.279 -0.034
C 4.517 0.707 5.905 -0.146
C 1.897 0.006 3.198 -0.166
C 1.248 -0.511 2.289 -0.084
H 8.391 0.616 3.691 0.073
H 6.641 0.725 3.977 0.080
H 7.733 -0.471 4.830 0.116
H 5.204 3.196 3.693 0.105
H 3.089 2.353 2.828 0.098
H 3.140 -0.925 5.582 0.103
H 5.037 0.143 6.771 0.123
```